# 1
A structure of composition C20H26N2O2SiSr at a distorted geometry. Source: OMol25; level of theory: ωB97M-V with the def2-TZVPD basis set.

```
52
Properties=species:S:1:pos:R:3:nbo_charge:R:1
C 1.0365 1.9728 0.2209 -0.40
C 0.0787 2.0885 -0.8169 -0.39
C -1.2174 2.0384 -0.2348 -0.41
H 0.2838 2.2562 -1.8739 0.23
C -1.0653 1.8968 1.1735 -0.41
C 0.3275 1.8363 1.4428 -0.41
H 0.7715 1.8414 2.4429 0.21
H 2.1290 2.0257 0.1094 0.22
H -2.1668 2.1540 -0.7679 0.23
H -1.8676 1.9266 1.9222 0.20
Sr -0.2211 -0.5228 0.0040 1.38
C -1.3578 -3.0270 -4.9663 -0.86
H -2.0699 -2.9301 -4.1334 0.25
H -1.8479 -2.6714 -5.8765 0.23
H -0.3111 -2.5407 -4.9780 0.21
Si -0.3240 -1.6240 -3.5778 0.79
C 1.4916 -1.2858 -3.7575 -0.49
C 2.1409 -0.0529 -3.5576 -0.13
H 1.6016 0.7689 -3.0796 0.20
C 3.4784 0.1272 -3.9540 -0.23
H 3.9605 1.1013 -3.8348 0.21
C 4.1800 -0.9364 -4.5284 -0.23
H 5.1863 -0.7903 -4.9056 0.21
C 3.5836 -2.2018 -4.6501 -0.22
H 4.1177 -3.0495 -5.0993 0.21
C 2.2683 -2.3804 -4.2126 -0.23
H 1.8195 -3.3813 -4.2022 0.20
C -1.2865 -0.1141 -3.9493 -0.43
C -0.8954 0.6261 -5.0775 -0.28
H 0.0557 0.3932 -5.5600 0.21
C -1.6851 1.6733 -5.5612 -0.19
H -1.3638 2.2130 -6.4621 0.21
C -2.8598 2.0105 -4.8819 -0.26
H -3.4948 2.7907 -5.2793 0.21
C -3.2439 1.3241 -3.7226 -0.22
H -4.1521 1.6120 -3.1802 0.21
C -2.4473 0.2728 -3.2564 -0.26
H -2.7249 -0.2726 -2.3438 0.20
H -0.5571 -2.2002 -2.2127 -0.22
H -1.0708 -4.0812 -5.0045 0.24
C 1.7140 -0.9583 4.5193 -0.27
O 0.3740 -1.5401 4.3400 -0.45
C -0.0452 -1.6815 3.1015 0.91
O 0.6707 -1.4124 2.1027 -0.72
N -1.4299 -2.0692 2.9572 -0.53
N -2.0191 -1.0769 1.9782 -0.72
H 1.5756 -0.1790 5.2669 0.21
H 2.1014 -0.5285 3.5967 0.23
H 2.3831 -1.7443 4.8742 0.21
H -1.4290 -2.9668 2.4636 0.38
H -2.9721 -1.4069 1.8407 0.38
H -2.1732 -0.2402 2.5557 0.38
```

spin multiplicity: 1
HOMO-LUMO gap (alpha / beta): 3.00 / 3.01 eV
charge: 0
energy relative to the best compared isomer or geometry (same formula, charge and spin): 84.3 kcal per mole
HOMO (alpha / beta): -3.3 / -3.3 eV

***

# 2
The molecule C5H5N3 at a distorted geometry. Source: OMol25; level of theory: ωB97M-V with the def2-TZVPD basis set.

```
13
Properties=species:S:1:pos:R:3:nbo_charge:R:1
C -1.1525 1.1754 -0.0221 0.26
N -2.0808 0.2864 0.0170 -0.38
C -1.3160 -0.9841 -0.0022 -0.29
C 0.1766 -0.7009 -0.0138 0.08
C 1.4124 -1.0413 0.0254 -0.10
N 2.2940 0.0369 -0.0019 -0.43
C 1.5428 1.1209 0.0078 0.17
N 0.1983 0.7036 0.0293 -0.40
H -1.1913 2.2755 -0.1298 0.20
H -1.7424 -1.3654 0.9437 0.24
H -1.6051 -1.6546 -0.8356 0.23
H 1.7356 -2.0689 -0.0633 0.21
H 1.7286 2.2165 0.0454 0.21
```

SMILES: C1=NCc2cncn21
spin multiplicity: 1
HOMO-LUMO gap: 10.16 eV
charge: 0
energy relative to the best compared isomer or geometry (same formula, charge and spin): 15.5 kcal per mole
HOMO: -9.3 eV

***

# 3
A cluster of 2 separate species, Cl4H3NSi2 in total at a distorted geometry. Source: OMol25; level of theory: ωB97M-V with the def2-TZVPD basis set.

```
10
Properties=species:S:1:pos:R:3:nbo_charge:R:1
Si 0.8327 0.5004 0.8207 1.52
N -0.4582 -0.0691 0.0020 -1.62
Si -2.1362 0.3613 -0.2441 1.58
Cl -3.1230 -1.3499 -0.6672 -0.37
Cl -2.9624 0.8217 1.5912 -0.38
Cl -2.6964 1.6811 -1.6798 -0.34
H 1.8460 -0.2192 1.6133 -0.18
H 1.2354 1.8852 0.6071 -0.21
Cl 4.0277 -1.8351 -0.4615 -0.27
H 3.4345 -1.7764 -1.5818 0.27
```

SMILES: [SiH2]=N[Si](Cl)(Cl)Cl.Cl
spin multiplicity: 1
HOMO-LUMO gap: 9.11 eV
charge: 0
energy relative to the best compared isomer or geometry (same formula, charge and spin): 0.0 kcal per mole
HOMO: -10.1 eV

***

# 4
The molecule C6H12O. Source: OMol25; level of theory: ωB97M-V with the def2-TZVPD basis set.

```
19
Properties=species:S:1:pos:R:3:nbo_charge:R:1
C 3.0009 0.6336 0.2857 -0.62
C 1.9697 -0.3210 -0.2832 -0.06
O 0.7608 -0.0973 0.4009 -0.54
C -0.3162 -0.8570 -0.0957 -0.05
C -1.5923 -0.3502 0.5238 -0.25
C -2.8199 -0.1852 -0.3294 -0.42
C -2.0732 1.0235 0.1526 -0.41
H 3.9635 0.5234 -0.2234 0.21
H 2.6563 1.6654 0.1671 0.21
H 3.1431 0.4429 1.3536 0.21
H 2.2973 -1.3689 -0.1703 0.16
H 1.8301 -0.1415 -1.3639 0.16
H -0.3676 -0.7656 -1.1955 0.16
H -0.1690 -1.9276 0.1308 0.17
H -1.7430 -0.6531 1.5578 0.22
H -2.7402 -0.4417 -1.3830 0.21
H -3.7898 -0.4005 0.1093 0.22
H -1.4799 1.5867 -0.5630 0.21
H -2.5306 1.6341 0.9261 0.22
```

SMILES: CCOCC1CC1
spin multiplicity: 1
HOMO-LUMO gap: 10.95 eV
charge: 0
energy relative to the best compared isomer or geometry (same formula, charge and spin): 34.0 kcal per mole
HOMO: -9.8 eV

***

# 5
A structure of composition C12H5Cl4N2O4Pd at a distorted geometry. Source: OMol25; level of theory: ωB97M-V with the def2-TZVPD basis set.

```
28
Properties=species:S:1:pos:R:3:nbo_charge:R:1
Pd 0.7388 1.2836 0.4789 0.75
Cl -1.2317 1.7587 7.1556 0.02
C -1.1002 1.9822 5.4497 -0.09
C -2.1082 2.7382 4.7633 -0.09
Cl -3.4168 3.3987 5.6726 0.03
C -2.0421 2.9321 3.4128 -0.15
Cl -3.2506 3.8338 2.5736 0.02
C -0.9721 2.3785 2.6215 0.32
O -0.9082 2.5136 1.3934 -0.61
C 0.0973 1.6386 3.3389 0.38
O 1.0733 1.2144 2.7094 -0.61
C -0.0470 1.4507 4.7626 -0.17
Cl 1.1846 0.5479 5.5600 0.03
O 2.5295 0.3382 -0.4331 -0.54
N 2.3256 -0.4873 -1.3655 0.12
N 1.1266 -0.5150 -1.8287 0.11
O 0.1250 0.2094 -1.4066 -0.66
C 0.8720 -1.4479 -2.8893 0.20
C -0.4264 -1.5532 -3.3591 -0.26
C -0.7155 -2.4429 -4.3866 -0.21
C 0.2831 -3.2252 -4.9474 -0.24
C 1.5835 -3.1083 -4.4674 -0.21
C 1.8839 -2.2261 -3.4446 -0.25
H -1.1854 -0.9328 -2.9062 0.25
H -1.7339 -2.5210 -4.7476 0.21
H 0.0518 -3.9167 -5.7478 0.20
H 2.3731 -3.7129 -4.8970 0.21
H 2.8903 -2.1295 -3.0654 0.24
```

spin multiplicity: 3
⟨S²⟩: 2.022
HOMO-LUMO gap (alpha / beta): 7.09 / 6.03 eV
charge: -1
HOMO (alpha / beta): -4.5 / -4.6 eV

***

# 6
A cluster of 9 separate species, C12H43N17O9 in total at a distorted geometry. Source: OMol25; level of theory: ωB97M-V with the def2-TZVPD basis set.

```
81
Properties=species:S:1:pos:R:3:lowdin_charge:R:1
C -3.4241 -0.6077 0.8457 -0.15
O -4.1545 0.4522 0.3632 -0.19
C -4.2261 0.4308 -1.0832 -0.18
C -4.8512 1.7597 -1.4360 -0.44
C -6.2098 2.1133 -0.7135 -0.04
N -5.1223 1.9119 -2.8384 0.02
H -3.5978 -1.6290 0.5066 0.07
H -3.5751 -0.5560 1.9240 0.07
H -2.3854 -0.3040 0.7150 0.09
H -3.2559 0.3461 -1.5726 0.13
H -4.9591 -0.3100 -1.4026 0.13
H -3.9925 2.4011 -1.2374 0.13
H -6.8047 3.0065 -0.9043 0.07
H -6.0301 2.1401 0.3613 0.06
H -7.0265 1.3952 -0.7876 0.07
H -5.3934 2.8789 -2.9462 0.07
H -4.2846 1.8455 -3.3988 0.07
N -1.9018 -1.1444 4.0778 0.19
C -1.1703 -2.1048 3.6637 -0.81
N -0.0136 -1.6995 3.2365 0.18
O -1.4542 -3.2973 3.6826 0.03
H -1.5462 -0.1998 4.0403 0.13
H -2.9059 -1.2387 4.1328 0.09
H 0.0201 -0.7151 3.0129 0.11
H 0.7373 -2.3332 3.0028 0.13
N -10.0767 -7.4300 -0.1373 0.15
C -8.7670 -7.3411 0.0124 -0.78
N -8.5103 -6.4315 0.9685 0.14
O -7.9432 -7.9929 -0.5412 0.07
H -10.4693 -8.0172 -0.8592 0.12
H -10.6622 -6.8667 0.4626 0.10
H -7.5349 -6.4253 1.2303 0.10
H -9.0275 -5.5652 0.9221 0.09
N -7.3819 -5.0600 6.7961 0.15
C -6.3424 -4.7436 7.5980 -0.75
N -6.6572 -4.7155 8.8441 0.19
O -5.2313 -4.6241 7.1329 0.05
H -7.1971 -5.5236 5.9181 0.11
H -8.3639 -5.0075 7.0264 0.09
H -7.6643 -4.6553 8.8908 0.11
H -6.0111 -4.1641 9.3905 0.13
N -2.9326 -3.1113 8.6070 0.16
C -2.2410 -2.6458 7.6323 -0.83
N -2.7389 -2.9200 6.4826 0.20
O -1.1753 -2.0964 7.7801 0.02
H -3.6891 -3.7756 8.5257 0.07
H -2.6266 -2.8642 9.5373 0.11
H -3.6188 -3.3979 6.3507 0.07
H -2.1926 -2.6942 5.6636 0.07
N -8.7052 -2.2819 5.9696 0.17
C -8.6618 -1.3963 5.0387 -0.72
N -7.8039 -0.4689 5.3388 0.19
O -9.1698 -1.5098 3.8843 -0.03
H -8.2741 -2.1119 6.8670 0.12
H -9.2880 -3.0892 5.7999 0.12
H -7.6045 0.2040 4.6125 0.13
H -7.3655 -0.5014 6.2481 0.12
N -7.4185 -1.0940 1.1659 0.18
C -8.2661 -1.8096 0.4401 -0.83
N -9.0303 -2.2763 1.2660 0.18
O -8.2598 -1.9904 -0.7587 0.02
H -7.6213 -1.1319 2.1546 0.08
H -6.6318 -0.6218 0.7436 0.10
H -8.8406 -2.0742 2.2372 0.05
H -9.6859 -2.9187 0.8445 0.14
N -4.3536 -2.9964 2.4624 0.21
C -5.1368 -2.9327 3.4502 -0.85
N -6.2886 -3.4388 3.1872 0.19
O -4.9286 -2.4607 4.5158 0.05
H -4.7750 -3.3485 1.6147 0.07
H -3.4220 -2.6885 2.7015 0.08
H -6.4140 -3.9808 2.3442 0.08
H -6.7809 -3.5085 4.0663 0.10
N -6.0937 -3.7107 -1.7318 0.19
C -5.3408 -3.9963 -0.7265 -0.78
N -4.0888 -4.0726 -1.0988 0.18
O -5.8557 -4.3490 0.3064 0.03
H -5.6823 -3.3359 -2.5746 0.12
H -7.0605 -3.5156 -1.5142 0.09
H -3.6843 -3.9072 -2.0093 0.12
H -3.5230 -4.2603 -0.2834 0.12
```

SMILES: COC[C@H](C)N.NC(N)=O.NC(N)=O.NC(N)=O.NC(N)=O.NC(N)=O.NC(N)=O.NC(N)=O.NC(N)=O
spin multiplicity: 1
HOMO-LUMO gap: 8.25 eV
charge: 0
energy relative to the best compared isomer or geometry (same formula, charge and spin): 161.2 kcal per mole
HOMO: -8.5 eV